Entry 1:
A structure of composition C19H43AlN2OP3Se at a distorted geometry, computed with wB97M-V/def2-TZVPD.

Summary:
LUMO (spin up / spin down) in eV: -12.99 / -13.18
HOMO-LUMO gap (spin up / spin down) in eV: 3.3 / 3.2
Relative energy (zero: lowest compared OMol25 entry of this formula, charge and spin) in kcal per mole: 52.5
DFT total energy in eV: -125212.728
Charge: +3
HOMO energy (spin up / spin down) in eV: -16.329 / -16.328

Geometry as XYZ:
```
70
C19H43AlN2OP3Se, DFT wB97M-V/def2-TZVPD
Al 0.1665 0.0654 -0.4190
P 2.2262 0.2179 1.0384
P -1.0125 -1.3775 1.5408
P -0.8333 1.8940 1.1314
H -0.7514 4.5496 -7.5785
C -0.4135 5.4081 -6.9884
C 0.8727 5.7337 -6.8519
H 1.6559 5.1960 -7.3894
C 3.4718 -0.9153 0.3378
C 2.3557 -0.1716 2.8134
C 3.0647 1.8350 0.9149
C -2.7407 -1.8551 1.1514
C -0.2392 -3.0373 1.6264
C -1.2046 -1.0533 3.3417
C -0.5545 3.4306 0.1803
C -0.2532 2.3677 2.8019
C -2.6427 1.9522 1.3796
H -1.1895 6.0578 -6.5615
H 1.1513 6.6270 -6.2876
H 3.4608 -0.8686 -0.7573
H 3.2818 -1.9458 0.6632
H 4.4553 -0.5964 0.7022
H 2.0772 -1.2161 3.0072
H 1.7266 0.4903 3.4215
H 3.4061 -0.0282 3.1062
H 3.1676 2.1153 -0.1412
H 4.0628 1.7208 1.3596
H 2.5220 2.6293 1.4452
H -3.0632 -2.6259 1.8663
H -2.7956 -2.2588 0.1336
H -3.4144 -0.9930 1.2272
H -0.7100 -3.6013 2.4426
H 0.8369 -2.9606 1.8262
H -0.3902 -3.5849 0.6890
H -1.6530 -1.9500 3.7977
H -1.8674 -0.1985 3.5328
H -0.2302 -0.8696 3.8150
H -0.8426 4.2746 0.8236
H -1.1603 3.4224 -0.7356
H 0.5047 3.5146 -0.0929
H -0.8195 3.2692 3.0805
H 0.8196 2.6032 2.8128
H -0.4599 1.5784 3.5392
H -2.8611 2.8891 1.9162
H -3.0011 1.1001 1.9768
H -3.1427 1.9562 0.3997
C -1.8500 1.7631 -2.9922
C -0.6181 2.1963 -3.5217
C -0.5891 3.2259 -4.4581
C -1.7920 3.7566 -4.9320
C -3.0247 3.3140 -4.4498
C -3.0557 2.3265 -3.4697
Se -2.0596 0.4125 -1.6989
H 0.6911 1.3616 -1.2675
H 0.3157 1.7538 -3.1885
H 0.3630 3.6145 -4.8437
H -1.7972 4.5176 -5.7007
H -3.9563 3.7374 -4.8469
H -4.0098 1.9805 -3.0719
C 2.0482 -4.0745 -1.3003
N 1.1225 -3.5124 -2.2778
C 0.5238 -2.3271 -2.1765
N -0.3360 -1.9410 -3.1305
O 0.7786 -1.5607 -1.1455
H 1.9398 -3.5942 -0.3241
H 3.0847 -3.9806 -1.6458
H 1.8121 -5.1358 -1.1877
H 0.9479 -4.0332 -3.1339
H -0.9449 -1.1142 -2.9891
H -0.5040 -2.5740 -3.9042
```



Entry 2:
A structure of composition C2H5O2S at a distorted geometry, computed with wB97M-V/def2-TZVPD.

Summary:
LUMO in eV: 3.89
HOMO-LUMO gap in eV: 7.8
Relative energy (zero: lowest compared OMol25 entry of this formula, charge and spin) in kcal per mole: 19.8
DFT total energy in eV: -17086.283
Charge: -1
HOMO energy in eV: -3.928

Geometry as XYZ:
```
10
C2H5O2S, DFT wB97M-V/def2-TZVPD
C -1.5747 1.9367 -0.4892
S -0.8284 0.4378 -1.3199
H -0.8051 2.6936 -0.2622
H -2.3872 2.3850 -1.0219
H -1.9240 1.6364 0.5110
O 1.4937 -2.1337 1.6114
C 0.9125 -1.0901 1.2312
O 1.2677 -0.1191 0.4503
H -0.2163 -1.1326 1.3190
H 0.4692 0.3555 -0.3729
```



Entry 3:
A cluster of 9 separate species, C31H74BrNO9 in total at a distorted geometry, computed with wB97M-V/def2-TZVPD.

Summary:
LUMO in eV: 0.55
HOMO-LUMO gap in eV: 8.1
Structure (SMILES): C=CC[C@@H]1C(=O)NC[C@@H]1Br.CC(C)O.CC(C)O.CC(C)O.CC(C)O.CC(C)O.CC(C)O.CC(C)O.CC(C)O
DFT total energy in eV: -123304.948
Charge: 0
HOMO energy in eV: -7.575

Geometry as XYZ:
```
116
C31H74BrNO9, DFT wB97M-V/def2-TZVPD
C -2.1443 5.3020 1.6391
C -2.2784 3.9490 1.6099
C -1.0950 3.0012 1.6380
C -1.2430 2.0296 0.4522
C 0.0856 1.2543 0.2595
O 0.7021 0.6709 1.1171
N 0.3905 1.3260 -1.0791
C -0.8045 1.6289 -1.8443
C -1.5260 2.6616 -0.9268
Br -0.5858 4.3357 -1.2950
H -1.6376 5.8152 2.4514
H -2.5551 5.8650 0.8047
H -3.2746 3.5151 1.5510
H -1.1314 2.4288 2.5693
H -0.1588 3.5381 1.5314
H -1.9654 1.2527 0.7180
H 1.2798 1.7129 -1.3618
H -1.4659 0.7732 -1.9268
H -0.5130 2.0893 -2.7779
H -2.5891 2.6715 -1.1360
C -0.3239 -1.6699 4.8132
C -1.5018 -1.8645 3.8705
C -1.2532 -3.0134 2.9086
O -1.7460 -0.6605 3.1443
H 0.5794 -1.4261 4.2472
H -0.5147 -0.8415 5.4962
H -0.1341 -2.5701 5.4003
H -2.4046 -2.0634 4.4488
H -0.3763 -2.8101 2.2851
H -2.1024 -3.1410 2.2364
H -1.0928 -3.9489 3.4466
H -0.9546 -0.4682 2.6244
C -4.4903 1.8959 -5.5177
C -3.0462 1.8743 -5.0411
C -2.1127 1.3675 -6.1274
O -2.9264 1.0517 -3.8784
H -4.8166 0.8863 -5.7838
H -5.1501 2.2546 -4.7271
H -4.6101 2.5397 -6.3902
H -2.7492 2.8789 -4.7341
H -2.3767 0.3441 -6.4025
H -1.0816 1.3538 -5.7704
H -2.1623 1.9943 -7.0199
H -3.1841 0.1556 -4.1249
C -4.6955 -5.7328 2.4347
C -4.5087 -5.6784 3.9433
C -5.8218 -5.9140 4.6738
O -3.9545 -4.4192 4.3219
H -5.3884 -4.9522 2.1078
H -3.7462 -5.5603 1.9265
H -5.0897 -6.6993 2.1179
H -3.7804 -6.4310 4.2481
H -6.5479 -5.1391 4.4122
H -5.6714 -5.8698 5.7525
H -6.2481 -6.8857 4.4207
H -4.5772 -3.7303 4.0641
C 5.2010 0.1966 -0.5016
C 4.0190 -0.0037 -1.4332
C 4.2575 -1.1555 -2.3971
O 3.7738 1.2013 -2.1653
H 6.0985 0.4411 -1.0760
H 5.0119 1.0314 0.1743
H 5.3995 -0.6952 0.0950
H 3.1175 -0.1970 -0.8495
H 5.1320 -0.9546 -3.0226
H 3.4019 -1.2795 -3.0618
H 4.4223 -2.0919 -1.8624
H 4.5611 1.3913 -2.6882
C 6.9754 5.5063 -1.2304
C 6.5997 4.1201 -0.7301
C 7.0311 3.9152 0.7138
O 7.1883 3.1210 -1.5633
H 8.0601 5.6429 -1.1971
H 6.6615 5.6366 -2.2662
H 6.5110 6.2858 -0.6250
H 5.5207 3.9814 -0.8122
H 8.1174 4.0052 0.8038
H 6.7565 2.9172 1.0563
H 6.5683 4.6498 1.3741
H 8.1457 3.2151 -1.5141
C -2.3201 -1.9183 -9.2948
C -2.5006 -2.5937 -7.9443
C -3.3081 -3.8760 -8.0691
O -3.1393 -1.6979 -7.0315
H -3.2913 -1.6470 -9.7182
H -1.7421 -0.9998 -9.1889
H -1.8073 -2.5732 -10.0001
H -1.5242 -2.8167 -7.5130
H -4.3073 -3.6609 -8.4579
H -3.4315 -4.3467 -7.0936
H -2.8227 -4.5861 -8.7397
H -4.0084 -1.4831 -7.3888
C 1.5153 8.0000 5.6668
C 0.4374 6.9931 5.2950
C 0.8319 5.5828 5.7070
O 0.1847 7.0401 3.8915
H 2.4508 7.7639 5.1520
H 1.2202 9.0048 5.3636
H 1.7038 8.0013 6.7413
H -0.5011 7.2666 5.7790
H 1.7477 5.2778 5.1930
H 0.0518 4.8723 5.4323
H 1.0013 5.5158 6.7825
H 0.9993 6.7997 3.4364
C 1.6077 -6.0805 3.6862
C 1.2389 -7.4096 3.0468
C 1.9432 -7.5976 1.7115
O -0.1755 -7.4911 2.8698
H 1.3006 -5.2512 3.0426
H 1.0918 -5.9600 4.6392
H 2.6820 -6.0037 3.8600
H 1.5068 -8.2266 3.7181
H 1.6484 -6.8106 1.0118
H 1.6661 -8.5527 1.2648
H 3.0276 -7.5680 1.8268
H -0.4382 -6.7761 2.2793
```



Entry 4:
A structure of composition C22H20Cl5IrN4O6 at a distorted geometry, computed with wB97M-V/def2-TZVPD.

Summary:
LUMO (spin up / spin down) in eV: -6.91 / -6.50
HOMO-LUMO gap (spin up / spin down) in eV: 5.1 / 5.6
Relative energy (zero: lowest compared OMol25 entry of this formula, charge and spin) in kcal per mole: 87.9
2S+1: 2
DFT total energy in eV: -106822.606
Charge: +1
HOMO energy (spin up / spin down) in eV: -11.983 / -12.052

Geometry as XYZ:
```
58
C22H20Cl5IrN4O6, DFT wB97M-V/def2-TZVPD
Ir 0.1941 0.0006 0.3274
Cl -0.0973 2.4289 1.8849
C -0.0297 1.1539 3.0382
C -0.0385 -0.1382 2.5070
C -0.0126 -1.1843 3.4332
Cl -0.0608 -2.7811 2.8462
C 0.0338 -0.9646 4.8158
Cl 0.0373 -2.2765 5.9164
C 0.0773 0.3497 5.2991
Cl 0.1586 0.6509 6.9728
C 0.0385 1.4297 4.3980
Cl 0.0818 3.0389 4.9712
N -0.2499 -2.2426 -0.5914
C -0.7717 -2.3620 -1.9466
C 0.1238 -1.6917 -2.9698
C -0.1140 -0.1051 -2.8898
O -0.9107 0.3291 -3.6913
O 0.5407 0.4113 -1.9836
H 0.6786 -2.6600 -0.5288
H -0.8572 -2.7075 0.0769
H -1.7810 -1.9409 -1.9866
H -0.8443 -3.4216 -2.2330
H -0.1177 -1.9983 -3.9848
H 1.1735 -1.8579 -2.7368
N -1.7874 0.6159 -0.4521
C -2.2870 1.4744 -1.0611
N -2.9484 2.3773 -1.6769
C -3.6213 3.4348 -0.9417
C -2.9364 4.7682 -1.2372
C -2.9490 5.0272 -2.7408
C -2.2645 3.8783 -3.4789
C -2.9210 2.5423 -3.1217
H -3.5999 3.2096 0.1239
H -4.6613 3.4781 -1.2771
H -1.9051 4.7276 -0.8837
H -3.4524 5.5650 -0.7002
H -2.4317 5.9600 -2.9623
H -3.9774 5.1346 -3.0876
H -1.2091 3.8395 -3.2027
H -2.3267 4.0193 -4.5597
H -2.3623 1.7194 -3.5761
H -3.9533 2.5272 -3.4868
O 2.2921 -1.0414 -0.2730
C 2.7721 0.1093 -0.4212
O 2.2208 1.0821 0.1462
C 3.8530 0.3365 -1.4137
C 3.7762 1.5252 -2.1379
C 4.5539 1.6968 -3.2644
C 5.4140 0.6757 -3.6467
C 5.5626 -0.4728 -2.8791
C 4.7691 -0.6515 -1.7623
N 6.1249 0.7957 -4.9107
O 5.8122 1.7190 -5.6259
O 6.9420 -0.0541 -5.1700
H 3.0684 2.2790 -1.8305
H 4.4961 2.6000 -3.8543
H 6.2769 -1.2170 -3.1918
H 4.8372 -1.5639 -1.1925
```



Which of these has the lowest charge? C2H5O2S



Which value of charge does entry 1 give? +3



Among the records above, which one has the lowest DFT total energy? C19H43AlN2OP3Se